A) ORCA calculation (the ωB97M-V functional and the def2-TZVPD basis) on the molecule C4H10O.

Each line ends with the natural charge from an NBO analysis.
Cartesian coordinates (Å):
O -0.97761 -1.10951 0.50111  -0.73
C -0.28030 -0.40910 -0.52032  0.10
C 0.85830 -1.26534 -1.06294  -0.63
C 0.24809 0.91355 0.06320  -0.41
C -0.47847 1.38602 1.31971  -0.60
H -0.10654 2.37138 1.62545  0.20
H -1.36299 -1.89712 0.09995  0.47
H 0.48891 -2.19411 -1.51441  0.20
H 1.52324 -1.52736 -0.23265  0.21
H -0.31476 0.68295 2.14192  0.22
H 1.43566 -0.72713 -1.82245  0.21
H 1.31654 0.81347 0.29677  0.19
H -0.97932 -0.17317 -1.33921  0.15
H 0.18851 1.68135 -0.71782  0.20
H -1.55924 1.45412 1.16168  0.21

The calculation puts the HOMO-LUMO gap at 11.12 eV. Its structure (SMILES) is CC[C@@H](C)O. For the molar mass, the calculation gives 74.123 u. The spin multiplicity is 1.


B) ORCA calculation (the ωB97M-V functional and the def2-TZVPD basis) on a cluster of 3 separate species, C4H10O in total.

Each line ends with the natural charge from an NBO analysis.
Cartesian coordinates (Å):
O 0.09580 0.78498 1.31886  -0.65
C -0.72105 1.57167 -1.44295  -0.88
C 1.64940 -0.86444 0.63028  -0.69
C -0.84973 -1.23436 0.38908  -0.64
C 0.19195 -0.44219 0.77419  0.45
H -0.69969 -2.30336 0.60143  0.23
H -0.86531 1.22992 -2.43398  0.19
H 1.88203 -1.17349 1.64030  0.23
H 1.79895 -1.71253 -0.05285  0.23
H -0.24565 2.55749 -1.69479  0.22
H -0.82406 1.07467 1.22600  0.49
H -1.65370 1.83233 -0.89430  0.18
H -1.90269 -0.91445 0.26243  0.22
H -0.46260 -0.23880 -1.44839  0.17
H 2.36814 -0.06969 0.34349  0.25

The calculation puts the HOMO-LUMO gap (spin up / spin down) at 8.45 / 8.45 eV. For the molar mass, the calculation gives 74.123 u. The spin multiplicity is 1.


Tell me which of them is the least stable. Sure, it is B).


A) ORCA calculation (the ωB97M-V functional and the def2-TZVPD basis) on the molecule C4H10O.

Each line ends with the natural charge from an NBO analysis.
Cartesian coordinates (Å):
O 0.03318 0.28530 -0.54863  -0.55
C 2.23984 0.60067 0.25618  -0.62
C 1.14356 -0.40753 -0.02553  -0.05
C -1.17038 -0.45781 -0.59698  -0.06
C -2.22414 0.23856 0.24895  -0.63
H 0.86712 -0.93532 0.90109  0.16
H -1.49830 -0.53233 -1.64301  0.17
H 2.55367 1.08717 -0.67117  0.21
H -3.18737 -0.27990 0.19508  0.21
H -2.36311 1.26701 -0.09832  0.21
H -1.00659 -1.48406 -0.23712  0.16
H 1.49560 -1.16982 -0.73935  0.16
H -1.90665 0.27416 1.29652  0.21
H 1.87575 1.37193 0.94125  0.21
H 3.10994 0.11622 0.71137  0.21

The calculation puts the HOMO-LUMO gap at 10.82 eV. Its structure (SMILES) is CCOCC. For the molar mass, the calculation gives 74.123 u. The spin multiplicity is 1.


B) ORCA calculation (the ωB97M-V functional and the def2-TZVPD basis) on a structure of composition C4H10O.

Each line ends with the natural charge from an NBO analysis.
Cartesian coordinates (Å):
O -0.17827 1.95255 1.64598  -1.11
C -0.28054 -0.44048 0.96968  -0.14
C -0.11261 -0.84013 -0.76125  -0.49
C -0.12829 0.64754 -1.38116  -0.59
C 0.93025 -0.91593 0.40174  -0.39
H 0.33533 -1.42229 -1.56146  0.30
H -0.32480 0.71995 1.31705  0.35
H 0.94151 0.84424 -1.74217  0.21
H 1.74458 -0.23226 0.26004  0.25
H -0.86174 0.67240 -2.18031  0.21
H -0.46908 1.36654 -0.64104  0.27
H -0.74152 1.97340 2.49169  0.43
H -1.09134 -1.05420 1.39800  0.20
H 1.31428 -1.95411 0.52390  0.22
H -1.07777 -1.31721 -0.74068  0.29

The calculation puts the HOMO-LUMO gap at 7.87 eV. For the molar mass, the calculation gives 74.123 u. The spin multiplicity is 1.


C) ORCA calculation (the ωB97M-V functional and the def2-TZVPD basis) on the molecule C4H10O.

Each line ends with the natural charge from an NBO analysis.
Cartesian coordinates (Å):
O -1.17227 0.82930 0.89711  -0.73
C -0.92265 -0.22608 0.07435  0.10
C -0.90542 0.39003 -1.33093  -0.64
C 0.47561 -0.82936 0.45628  -0.43
C 1.60318 0.14642 0.40071  -0.64
H -1.75637 1.15861 -1.41079  0.23
H 0.02684 0.97100 -1.49869  0.22
H -1.71528 -0.94595 0.28070  0.16
H 2.52869 -0.14337 0.92913  0.22
H -1.01958 -0.47566 -2.11956  0.21
H 0.79588 -1.72547 -0.19897  0.20
H 0.44979 -1.23234 1.48860  0.20
H -1.57743 0.52517 1.83503  0.47
H 1.16580 1.08002 0.81116  0.22
H 2.02319 0.47770 -0.61413  0.20

The calculation puts the HOMO-LUMO gap at 10.83 eV. Its structure (SMILES) is CC[C@H](C)O. For the molar mass, the calculation gives 74.123 u. The spin multiplicity is 1.


Tell me which of them is the least stable. Sure, it is B).


A) ORCA calculation (the ωB97M-V functional and the def2-TZVPD basis) on the molecule C3H5N3O.

Each line ends with the natural charge from an NBO analysis.
Cartesian coordinates (Å):
O 1.81666 0.03230 1.27798  -0.38
N 1.01037 -0.54715 0.24265  -0.30
N -1.14826 0.54565 -0.12858  -0.54
N -0.48132 -1.06194 -1.69641  -0.71
C 0.72575 0.92315 1.60492  -0.13
C -1.39162 -0.31638 -1.19699  0.27
C -0.01756 0.35121 0.43408  0.44
H 1.01993 1.97240 1.50594  0.21
H -0.84931 -1.67173 -2.42032  0.35
H 0.27882 0.71023 2.57995  0.21
H 1.46734 -0.63812 -0.66316  0.42
H -2.43079 -0.29962 -1.54006  0.16

The calculation puts the HOMO-LUMO gap at 10.09 eV. Its structure (SMILES) is [H]/N=C/N=C1/CON1. For the molar mass, the calculation gives 99.093 u. The spin multiplicity is 1.


B) ORCA calculation (the ωB97M-V functional and the def2-TZVPD basis) on the molecule C3H5N3O.

Each line ends with the natural charge from an NBO analysis.
Cartesian coordinates (Å):
O 0.65320 1.34488 -2.02800  -0.43
N 1.01862 1.60868 -0.87103  0.05
N 0.87922 0.93876 1.47621  -0.84
N -0.93925 -1.45024 0.21814  -0.57
C -0.77364 -1.07278 -1.24385  -0.19
C 0.55520 0.75716 0.10318  0.01
C -0.19365 -0.30011 -0.35302  0.19
H 0.62317 1.87604 1.77187  0.37
H -0.42604 -2.25133 0.57701  0.40
H -1.77135 -1.22925 0.76342  0.39
H 1.88310 0.87138 1.61377  0.37
H -1.50859 -1.09320 -2.02770  0.24

The calculation puts the HOMO-LUMO gap at 8.07 eV. Its structure (SMILES) is N/C(=N/[O-])C1=C[NH2+]1. For the molar mass, the calculation gives 99.093 u. The spin multiplicity is 1.


Tell me which of them is the least stable. Sure, it is B).


A) ORCA calculation (the ωB97M-V functional and the def2-TZVPD basis) on the molecule C3H5N3O.

Each line ends with the natural charge from an NBO analysis.
Cartesian coordinates (Å):
O -2.61948 1.06069 -0.67707  -0.63
N -1.56585 -0.78001 0.35660  -0.45
N -0.35031 0.90838 -0.14298  -0.61
N -0.27869 -1.16161 0.63241  -0.28
C 0.42321 -0.13373 0.30474  0.35
C -1.66529 0.46904 -0.21791  0.73
C 1.85939 -0.16922 0.02219  -0.65
H 2.36514 0.69091 0.45692  0.22
H -0.04016 1.78974 -0.52703  0.43
H 2.26500 -1.12218 0.37078  0.25
H -2.29584 -1.45597 0.48161  0.41
H 1.88572 -0.09178 -1.06926  0.23

The calculation puts the HOMO-LUMO gap at 9.59 eV. Its structure (SMILES) is Cc1n[nH]c(=O)[nH]1. For the molar mass, the calculation gives 99.093 u. The spin multiplicity is 1.


B) ORCA calculation (the ωB97M-V functional and the def2-TZVPD basis) on a structure of composition C3H5N3O.

Each line ends with the natural charge from an NBO analysis.
Cartesian coordinates (Å):
O -0.95219 1.40240 0.01956  -0.31
N -0.22146 -0.69369 -0.17247  -0.57
N 0.40088 1.54374 -0.21151  -0.22
N -2.50937 -0.15741 0.06317  -0.80
C 0.76616 0.21980 -0.14318  0.35
C -1.27549 0.12592 -0.00384  0.63
C 2.30314 -0.18729 0.10087  -0.65
H 3.03075 0.67080 -0.12536  0.24
H 2.21738 -0.38772 1.16802  0.23
H -3.56097 0.14387 0.41165  0.49
H 2.53331 -1.18654 -0.47390  0.23
H -2.73214 -1.49388 -0.63301  0.40

The calculation puts the HOMO-LUMO gap at 8.00 eV. For the molar mass, the calculation gives 99.093 u. The spin multiplicity is 1.


Tell me which of them is the least stable. Sure, it is B).


A) ORCA calculation (the ωB97M-V functional and the def2-TZVPD basis) on a cluster of 2 separate species, C3H5N3O in total.

Each line ends with the natural charge from an NBO analysis.
Cartesian coordinates (Å):
O -1.04594 -0.76140 1.26265  -0.43
N 2.17830 1.08889 -0.13416  -1.07
N -2.75393 1.64124 -0.57748  -0.27
N -1.03961 -2.44593 -0.54152  -0.66
C -1.14232 -1.40266 0.10510  0.58
C -1.87710 0.97802 -0.22426  0.23
C -0.84227 0.03726 0.02833  -0.15
H -1.03047 -3.34738 -0.09090  0.37
H 0.26518 0.39154 -0.05782  0.29
H 1.75671 1.70083 0.55741  0.36
H 2.76648 0.44457 0.38691  0.37
H 2.76496 1.67502 -0.71427  0.37

The calculation puts the HOMO-LUMO gap at 10.84 eV. Its structure (SMILES) is [H]/N=C1\O[C@@H]1C#N.N. For the molar mass, the calculation gives 99.093 u. The spin multiplicity is 1.


B) ORCA calculation (the ωB97M-V functional and the def2-TZVPD basis) on the molecule C3H5N3O.

Each line ends with the natural charge from an NBO analysis.
Cartesian coordinates (Å):
O -2.65299 0.11628 0.13144  -0.68
N 0.62344 -0.69541 -0.57614  -0.60
N 2.00991 1.04174 0.56997  -0.81
N -0.41025 0.76890 0.82412  -0.49
C -1.31618 -0.11649 0.26092  0.35
C 0.75187 0.45861 0.32176  0.51
C -0.71034 -1.02115 -0.53719  -0.15
H -1.17061 -1.81069 -1.11372  0.22
H 2.65352 0.43731 0.08211  0.37
H 2.17465 2.00236 0.25708  0.39
H -3.12566 0.14134 0.96261  0.48
H 1.17264 -1.32281 -1.18296  0.42

The calculation puts the HOMO-LUMO gap at 8.60 eV. Its structure (SMILES) is Nc1nc(O)c[nH]1. For the molar mass, the calculation gives 99.093 u. The spin multiplicity is 1.


Tell me which of them is the least stable. Sure, it is A).


A) ORCA calculation (the ωB97M-V functional and the def2-TZVPD basis) on the molecule C3H5N3O.

Each line ends with the natural charge from an NBO analysis.
Cartesian coordinates (Å):
O 1.43951 -1.32437 -1.96264  -0.51
N -1.42209 1.20076 0.30281  -0.81
N 0.95694 1.09565 0.32687  -0.73
N 0.95307 -1.68232 0.39832  -0.59
C 0.87613 -1.34363 -0.91081  0.72
C -0.24523 -0.90242 -0.04296  -0.25
C -0.20462 0.57318 0.21614  0.42
H -1.44926 2.19911 0.15991  0.39
H 1.61802 -1.19405 0.99557  0.41
H -1.19252 -1.43205 0.05185  0.21
H -2.25473 0.70379 0.02739  0.39
H 0.92480 2.10634 0.43755  0.34

The calculation puts the HOMO-LUMO gap at 10.18 eV. Its structure (SMILES) is [H]/N=C(\N)[C@@H]1NC1=O. For the molar mass, the calculation gives 99.093 u. The spin multiplicity is 1.


B) ORCA calculation (the ωB97M-V functional and the def2-TZVPD basis) on the molecule C3H5N3O.

Each line ends with the natural charge from an NBO analysis.
Cartesian coordinates (Å):
O -2.26498 0.49389 -1.68219  -0.63
N 0.81691 -1.27365 0.84413  -0.74
N 1.73288 0.90297 1.27668  -0.82
N 0.06377 0.64022 -0.27986  -0.59
C -0.84878 -0.02489 -0.77208  0.62
C 0.90469 -0.01233 0.65182  0.57
C -1.83181 -0.86198 -1.11014  -0.24
H 1.49690 -1.57475 1.54309  0.34
H 1.87580 1.76912 0.77537  0.40
H -1.72405 -1.58438 -1.91191  0.22
H 2.57121 0.53760 1.70412  0.38
H -2.79253 0.98817 -1.03902  0.49

The calculation puts the HOMO-LUMO gap at 9.21 eV. For the molar mass, the calculation gives 99.093 u. The spin multiplicity is 1.


Tell me which of them is the least stable. Sure, it is B).


A) ORCA calculation (the ωB97M-V functional and the def2-TZVPD basis) on a structure of composition C3H5N3O.

Each line ends with the natural charge from an NBO analysis.
Cartesian coordinates (Å):
O -0.07134 2.49559 -0.31942  -0.49
N -0.51346 -1.65516 0.25043  -0.62
N 1.77278 0.60479 1.88868  -0.27
N -0.97578 -0.58654 -0.41649  -0.26
C 0.13198 1.30858 -0.03543  0.34
C 1.01871 0.91596 1.07859  0.18
C 0.09295 0.16497 -1.08333  -0.31
H -1.24916 -2.28288 0.55322  0.38
H 0.23921 -1.56803 0.93223  0.37
H -0.29730 0.56005 -2.02063  0.23
H 1.00700 -0.41861 -1.19611  0.22
H -1.15559 0.46128 0.36826  0.24

The calculation puts the HOMO-LUMO gap at 8.70 eV. For the molar mass, the calculation gives 99.093 u. The spin multiplicity is 1.


B) ORCA calculation (the ωB97M-V functional and the def2-TZVPD basis) on a structure of composition C3H5N3O.

Each line ends with the natural charge from an NBO analysis.
Cartesian coordinates (Å):
O -2.55063 0.66484 0.17432  -0.65
N 2.08680 0.46756 -0.28453  -0.80
N -0.24128 0.89859 -0.30939  -0.54
N -1.02198 -1.14512 0.45786  -0.40
C 0.78791 0.08362 -0.03884  0.34
C -1.32252 0.13951 -0.04068  0.44
C 0.32958 -1.16807 0.40667  -0.19
H 2.21626 1.46908 -0.31160  0.39
H -1.44917 -0.91968 -0.77512  0.32
H -2.49820 1.58040 -0.13331  0.50
H 2.79420 -0.01156 0.25247  0.39
H 0.88670 -2.07868 0.57909  0.21

The calculation puts the HOMO-LUMO gap at 9.24 eV. For the molar mass, the calculation gives 99.093 u. The spin multiplicity is 1.


Tell me which of them is the least stable. Sure, it is A).


A) ORCA calculation (the ωB97M-V functional and the def2-TZVPD basis) on the molecule C3H5N3O.

Each line ends with the natural charge from an NBO analysis.
Cartesian coordinates (Å):
O -1.09368 0.47595 -0.66262  -0.37
N 1.98930 -0.96001 0.11276  -0.24
N 2.21870 0.42170 0.35196  -0.27
N 0.34357 0.45655 -0.69379  -0.11
C 0.82157 -0.81936 -0.70971  0.12
C 1.21781 1.29470 -0.00205  0.08
C -1.57637 -0.25217 0.62902  -0.28
H 0.50911 -1.70706 -1.23862  0.22
H -1.27419 -1.36866 0.63158  0.22
H -2.82906 -0.28823 0.25574  0.21
H 1.12296 2.34855 -0.13090  0.23
H -1.44972 0.39803 1.45665  0.20

The calculation puts the HOMO-LUMO gap at 10.09 eV. Its structure (SMILES) is COn1cnnc1. For the molar mass, the calculation gives 99.093 u. The spin multiplicity is 1.


B) ORCA calculation (the ωB97M-V functional and the def2-TZVPD basis) on the molecule C3H5N3O.

Each line ends with the natural charge from an NBO analysis.
Cartesian coordinates (Å):
O -2.49687 -1.09591 -0.03170  -0.58
N -0.15435 -0.99077 -0.02493  -0.61
N -1.21739 0.92581 0.05628  -0.65
N 2.14409 -0.32876 0.15410  -0.83
C 0.80213 0.08103 0.05354  0.13
C 0.28831 1.32753 0.10855  -0.31
C -1.42100 -0.54729 -0.01341  0.76
H -1.78677 1.36580 0.77159  0.44
H 0.06834 -1.97153 0.06149  0.43
H -1.42591 1.43103 -0.81834  0.45
H 2.50295 -0.67967 -0.73130  0.36
H 2.69646 0.48274 0.41413  0.39

The calculation puts the HOMO-LUMO gap at 8.61 eV. For the molar mass, the calculation gives 99.093 u. The spin multiplicity is 1.


Tell me which of them is the least stable. Sure, it is A).